Molecular formula: C5H30O10
Method: DFT, wB97M-V/def2-TZVPD

## Properties
energy relative to the best compared isomer or geometry (same formula, charge and spin): 63.6 kcal per mole
max |F|: 4.2 eV Å⁻¹
SMILES: CC=C(C)C.O.O.O.O.O.O.O.O.O.O
2S+1: 1
total charge: 0
orbital gap: 8.75 eV

CARTESIAN COORDINATES (ANGSTROEM)
O (0.99434, 2.09132, -3.06559)
O (-2.74013, 1.59268, 0.50300)
O (1.05788, 3.82837, -0.09685)
O (3.65535, 0.16798, 0.39836)
O (2.78099, -0.94955, -2.17036)
O (-1.80400, -2.27719, -0.95237)
O (0.41273, -2.35439, -2.10656)
O (0.54970, -3.55134, 0.83562)
O (-1.62197, 0.87821, -2.26333)
O (-3.79803, -0.43556, -1.33611)
C (-0.07293, -0.12271, 3.17060)
C (0.37754, 0.58056, 2.12551)
C (0.10955, 0.15836, 0.64402)
C (1.18586, 1.81000, 2.26479)
C (-0.83344, -1.33052, 2.89523)
H (0.42406, 0.09661, 4.12594)
H (1.47106, -3.33483, 1.00505)
H (0.57023, 1.33729, -3.43816)
H (-3.59156, 0.49573, -1.05283)
H (2.05584, -1.58024, -2.01508)
H (-0.41967, -2.06067, 2.20319)
H (-0.17497, -2.61386, -2.83853)
H (4.13055, 0.57554, -0.33225)
H (0.20277, 1.02944, -0.02867)
H (-1.88801, 1.78701, 0.84520)
H (-2.19603, -3.14593, -0.86033)
H (1.84677, 1.69845, -2.85507)
H (0.25648, 4.18413, 0.40363)
H (0.65594, 3.71048, -0.95355)
H (0.96725, -0.49826, 0.32572)
H (-0.73004, -0.44115, 0.31292)
H (-3.07238, -0.62492, -1.92937)
H (-0.66947, 0.74458, -2.42689)
H (3.32571, 0.71779, 1.09497)
H (-2.13547, 1.36762, -2.86769)
H (3.24528, -0.78312, -1.36554)
H (0.21284, -3.38461, -0.07252)
H (-1.89038, -1.34041, 2.64811)
H (0.59065, 2.63877, 1.81840)
H (-0.27678, -2.28184, -1.40550)
H (-3.20364, 1.35859, 1.33894)
H (-2.43325, -1.61290, -0.67375)
H (1.76555, 1.83219, 1.30994)
H (-0.96620, -2.06038, 3.68650)
H (1.67341, 2.10269, 3.15129)

Forces on the atoms, in the same order (eV/Å):
O 0.53 0.51 0.49
O -1.83 -0.35 0.93
O -1.90 0.96 1.30
O 0.34 -1.83 -0.73
O -0.33 0.09 -1.30
O 0.31 -0.67 0.03
O -0.57 -0.45 -0.21
O -1.06 -0.38 -0.05
O 1.06 -1.68 1.82
O -0.24 1.03 0.67
C 1.35 0.63 -0.80
C -1.08 -0.73 -0.23
C 1.82 0.13 -0.08
C -0.78 0.67 -4.03
C -1.30 -3.25 0.74
H -0.86 -0.09 -0.07
H -0.10 0.18 -0.88
H -0.57 -0.67 -0.91
H -0.13 -1.27 -0.06
H 0.17 0.24 0.11
H 0.49 0.64 -0.71
H 0.69 0.14 0.08
H -0.15 0.89 0.79
H -0.19 -0.18 0.28
H 1.57 0.25 0.08
H -0.37 -0.05 0.19
H 0.41 0.13 0.24
H 1.77 -0.55 -0.71
H 0.11 -0.30 -0.92
H -0.38 0.63 0.43
H -0.54 0.28 0.81
H 0.19 0.24 -0.57
H -1.11 0.67 -0.25
H 0.07 1.07 0.02
H 0.04 1.00 -1.51
H -0.01 -0.22 1.02
H 1.40 -0.04 1.00
H -0.36 1.23 -0.58
H -0.21 -0.09 1.21
H 0.39 0.52 -0.42
H 0.11 0.14 -0.93
H -0.79 0.39 0.41
H 0.97 -0.11 1.11
H 0.55 0.30 1.27
H 0.53 -0.03 1.00

Molecular formula: C5H31N2O10
Method: DFT, wB97M-V/def2-TZVPD

## Properties
energy relative to the best compared isomer or geometry (same formula, charge and spin): 0.0 kcal per mole
max |F|: 1.2 eV Å⁻¹
2S+1: 2
total charge: 0
orbital gap (spin up / spin down): 2.12 / 9.81 eV

CARTESIAN COORDINATES (ANGSTROEM)
O (1.96768, -2.23726, 3.16839)
O (-2.16052, -1.65084, -2.82865)
O (-0.43050, 3.07646, 1.10242)
O (4.04571, 2.08487, -0.00829)
O (2.01697, 0.26865, -2.39347)
O (1.46145, 2.43057, -0.77934)
O (-2.61771, 1.69928, 0.18861)
O (-1.34446, 2.36329, -1.95436)
O (-0.42269, 0.28393, -3.57994)
O (-1.01306, -3.79929, -1.70468)
N (2.66586, -1.84352, 1.05967)
N (-2.42135, -0.93711, 1.03347)
C (-1.31777, -0.70398, 2.03796)
C (-0.07172, -0.32009, 1.24317)
C (1.18396, -0.22843, 2.12034)
C (1.96872, -1.51997, 2.18101)
C (-1.17734, -1.93860, 2.89135)
H (-1.26378, 2.56609, 0.95569)
H (0.93537, 0.09435, 3.13219)
H (-1.58678, 0.15708, 2.65734)
H (0.07682, -1.06471, 0.45478)
H (-3.25587, -1.31970, 1.47629)
H (0.86201, 2.69952, -0.04372)
H (-0.06607, -3.87503, -1.88990)
H (2.37687, 2.56239, -0.47320)
H (-1.54708, -0.93411, -3.13073)
H (-1.08019, 1.60895, -2.55116)
H (-0.29961, 0.48788, -4.52555)
H (3.14971, -2.72175, 1.02583)
H (-0.57741, 3.57143, 1.91342)
H (-0.90354, -2.82605, 2.32978)
H (-0.37555, -1.82777, 3.62514)
H (-1.38179, -3.24080, -2.41016)
H (4.74455, 2.68112, 0.25993)
H (-2.08136, -2.15464, 3.47217)
H (4.38152, 1.21164, 0.21264)
H (0.50330, 0.17472, -3.22618)
H (1.84864, 1.05229, -1.79675)
H (2.72686, 0.62048, -2.97222)
H (-0.22336, 0.63340, 0.74431)
H (-2.66892, -0.05053, 0.52554)
H (-2.18510, 1.93991, -0.71057)
H (-3.43657, 2.23630, 0.15022)
H (-2.12991, -1.63063, 0.32883)
H (1.81825, 0.56684, 1.71927)
H (-2.81643, -1.72738, -3.53648)
H (2.62681, -1.29865, 0.20259)
H (-0.50462, 2.77941, -1.69701)

Forces on the atoms, in the same order (eV/Å):
O 0.15 0.14 -0.25
O -0.05 0.37 -0.52
O -0.21 -0.30 0.00
O 0.14 -0.11 -0.02
O 0.67 1.00 -0.07
O -0.10 0.12 0.06
O -0.16 0.51 -0.82
O 0.52 -0.46 -0.66
O 0.68 0.16 -0.55
O 0.46 -0.32 0.11
N 0.11 0.41 -0.62
N 0.33 0.06 -0.32
C 0.14 0.02 -0.31
C 0.08 -0.42 -0.01
C 0.10 0.48 -0.18
C -0.15 -0.23 0.53
C 0.18 -0.24 0.74
H 0.12 0.29 0.01
H 0.00 -0.22 0.01
H -0.33 -0.14 -0.14
H 0.08 0.01 -0.02
H -0.38 0.12 0.20
H 0.29 -0.11 -0.11
H -0.37 0.02 0.00
H -0.26 0.00 0.09
H -0.35 -0.49 0.17
H -0.24 0.70 0.46
H -0.21 -0.08 0.47
H -0.01 -0.13 0.11
H 0.08 0.13 0.07
H -0.09 -0.11 -0.33
H -0.04 0.19 -0.10
H 0.06 0.25 0.25
H 0.20 0.32 0.07
H -0.04 0.11 -0.26
H -0.09 -0.19 0.00
H -0.32 0.04 0.01
H -0.27 -0.56 -0.14
H -0.49 -0.50 0.33
H -0.14 0.03 -0.01
H -0.01 0.05 0.24
H -0.15 -0.40 0.62
H 0.12 -0.37 0.36
H 0.08 0.08 0.06
H 0.08 -0.08 -0.11
H 0.06 0.07 0.24
H -0.13 -0.17 0.42
H -0.15 -0.06 -0.10

Molecular formula: C5H31N2O9
Method: DFT, wB97M-V/def2-TZVPD

## Properties
energy relative to the best compared isomer or geometry (same formula, charge and spin): 69.9 kcal per mole
max |F|: 3.2 eV Å⁻¹
2S+1: 1
total charge: +1
orbital gap: 10.18 eV

CARTESIAN COORDINATES (ANGSTROEM)
O (0.80976, -1.45931, -4.00907)
O (2.75431, -1.08447, 3.13258)
O (1.68779, 1.39051, -3.22866)
O (0.44941, -3.01253, -1.48500)
O (-1.67564, -2.67977, -3.25313)
O (-2.56756, -3.01473, -0.69774)
O (1.56544, -1.65343, 0.91395)
O (-3.69300, 0.33386, 0.23308)
O (-1.20264, 0.49723, 1.50615)
N (-0.27781, 2.86524, 0.74000)
N (1.04341, 0.76527, -0.69935)
C (0.92851, 3.12773, -0.06943)
C (-0.36709, 1.02424, 2.50852)
C (1.86574, 1.93114, -0.12599)
C (0.01808, 2.56390, 2.16034)
C (-1.16381, 0.92845, 3.82872)
H (1.48293, 0.52117, -3.59887)
H (2.15272, -0.95367, 3.87117)
H (-0.75069, -2.45606, -3.07409)
H (-3.46699, -3.37069, -0.58208)
H (-1.93611, 1.07160, 1.22957)
H (1.31530, -0.10564, -0.20643)
H (3.48252, -1.67579, 3.31847)
H (0.58725, 0.50664, 2.45275)
H (0.11636, -1.68194, -4.64892)
H (0.34049, -1.42439, -3.15675)
H (0.05801, 1.00694, -0.48704)
H (0.70076, -3.63314, -2.16508)
H (1.99221, 1.61225, 0.89842)
H (-2.22993, 0.97972, 3.73571)
H (-0.94991, -0.07591, 4.23747)
H (-4.45679, 0.47435, -0.32261)
H (0.71289, 3.27997, -1.16324)
H (1.07783, 2.58244, 2.45938)
H (-3.43113, -0.59221, 0.22832)
H (2.73117, 2.22568, -0.74206)
H (2.30536, -1.67504, 1.57326)
H (0.95064, -2.89635, -0.67857)
H (-0.86490, 1.72489, 4.49156)
H (1.06065, 0.71331, -1.75312)
H (-0.84413, 3.69989, 0.86271)
H (-1.99726, -3.71049, -0.32316)
H (0.71798, -1.70842, 1.37526)
H (2.40880, 1.75758, -3.76708)
H (1.47016, 4.00986, 0.28445)
H (-0.44323, 3.20010, 2.90051)
H (-2.10801, -2.61394, -2.37867)

Forces on the atoms, in the same order (eV/Å):
O -0.12 0.39 0.32
O 0.08 0.49 -0.58
O 0.29 0.20 -0.29
O -1.48 1.12 -0.12
O 0.11 0.43 -0.15
O -0.54 -0.54 0.76
O 0.20 -0.12 -0.79
O 0.55 0.38 0.47
O 0.56 -1.09 -0.95
N 0.51 0.65 1.09
N -0.18 0.73 -0.59
C -0.16 0.44 -1.12
C -2.02 2.46 -0.48
C -1.63 -0.04 -0.01
C 0.64 -2.55 0.46
C 1.91 -1.00 0.07
H 0.08 -0.22 -0.70
H 0.42 -0.41 0.28
H -1.01 -0.70 0.21
H 0.40 0.20 -0.13
H 0.24 -0.01 0.29
H -0.30 -0.08 -0.37
H 0.06 -0.09 0.87
H -0.17 -0.60 0.37
H 0.13 0.19 0.01
H 0.54 0.08 -0.35
H 0.19 -0.43 0.58
H 0.89 -0.48 0.53
H 1.18 -0.11 0.08
H -0.51 0.20 -0.68
H -0.15 0.56 0.35
H -0.19 -0.30 -0.22
H -0.53 0.35 1.06
H 0.00 0.53 -0.54
H -0.23 -0.06 -0.25
H -0.21 -0.84 0.54
H -1.32 0.25 -0.20
H 0.96 -0.57 -0.13
H 0.26 -0.02 0.64
H 0.79 0.23 1.31
H 0.07 0.02 -1.09
H -0.11 0.45 -0.36
H 0.33 0.02 0.28
H -0.38 -0.25 0.23
H 0.20 -0.10 -0.05
H -0.64 0.48 -0.32
H 0.29 -0.25 -0.33

The highest total charge belongs to which entry? C5H31N2O9

Which value of energy relative to the best compared isomer or geometry (same formula, charge and spin) does entry 1 give? 63.6 kcal per mole